This record from OMol25 describes the molecule C6H13NOS at a distorted geometry. The level of theory is ωB97M-V/def2-TZVPD.

Kohn-Sham gap: 9.904 eV
DFT total energy: -764.6173 Ha
molecular weight: 147.24 g/mol
LUMO energy: 0.73 eV
SMILES: CC(=O)N[C@@H](C)[C@H](C)S
HOMO level: -9.2 eV

ORCA input file:
```
! wB97M-V def2-TZVPD RIJCOSX def2/J DEFGRID3
* xyz 0 1
C -2.478 -1.616 -1.059
C -1.733 -0.784 -0.040
O -2.274 -0.264 0.913
N -0.395 -0.705 -0.249
C 0.495 -0.212 0.753
C 1.599 -1.207 1.065
C 1.174 1.277 0.333
C 0.073 2.219 -0.106
S 2.385 0.999 -1.014
H -2.604 -2.614 -0.639
H -3.466 -1.196 -1.223
H -1.942 -1.694 -2.001
H 0.020 -1.119 -1.068
H -0.110 0.006 1.637
H 2.214 -1.385 0.184
H 2.236 -0.827 1.858
H 1.167 -2.152 1.386
H 1.711 1.633 1.210
H -0.318 1.915 -1.075
H 0.441 3.241 -0.188
H -0.745 2.196 0.616
H 2.550 2.290 -1.294
*
```



This record from OMol25 describes a structure of composition C7H12AuF6O4PSe3Te at a distorted geometry. The level of theory is ωB97M-V/def2-TZVPD.

Kohn-Sham gap: 7.146 eV
DFT total energy: -9123.4624 Ha
molecular weight: 866.58 g/mol
LUMO energy: -0.17 eV
HOMO level: -7.3 eV

ORCA input file:
```
! wB97M-V def2-TZVPD RIJCOSX def2/J DEFGRID3
* xyz 0 1
Au 0.595 0.832 0.450
Se -1.248 1.903 1.768
Se -3.097 0.825 0.869
Te -2.003 -0.082 -1.172
Se -1.024 -2.117 -0.267
C 2.668 3.448 -0.567
O 2.819 2.301 -1.417
P 2.441 0.847 -0.899
O 2.447 0.033 -2.266
C 1.309 0.018 -3.131
O 3.825 0.380 -0.273
C 3.918 -0.904 0.355
H 2.774 4.320 -1.205
H 3.444 3.456 0.198
H 1.687 3.448 -0.091
H 1.428 -0.833 -3.795
H 1.269 0.940 -3.710
H 0.393 -0.095 -2.557
H 4.573 -0.801 1.216
H 4.336 -1.620 -0.350
H 2.937 -1.252 0.677
C 0.830 -1.412 3.008
C 0.038 -2.317 2.076
O -0.176 -1.643 0.848
C 0.828 -3.632 1.834
F 2.128 -3.368 1.612
F 0.385 -4.304 0.765
F 0.772 -4.451 2.888
C -1.286 -2.699 2.819
F -2.157 -1.698 2.734
F -1.866 -3.803 2.323
F -1.068 -2.930 4.119
H 1.753 -1.104 2.522
H 1.062 -1.929 3.935
H 0.232 -0.526 3.220
*
```



This record from OMol25 describes a cluster of 9 separate species, C27H68ClN2O12 in total at a distorted geometry. The level of theory is ωB97M-V/def2-TZVPD.

Kohn-Sham gap: 8.278 eV
DFT total energy: -2541.7433 Ha
molecular weight: 648.30 g/mol
LUMO energy: 2.47 eV
HOMO level: -5.8 eV

ORCA input file:
```
! wB97M-V def2-TZVPD RIJCOSX def2/J DEFGRID3
* xyz -1 1
Cl 10.700 4.064 -30.331
O 11.189 4.921 -29.325
O 11.751 3.136 -30.705
O 9.580 3.266 -29.884
O 10.291 4.941 -31.388
C 9.564 7.363 -26.993
C 9.872 8.605 -27.897
C 8.936 8.495 -29.156
C 8.995 9.750 -30.048
C 8.604 10.960 -29.205
C 9.380 11.167 -27.885
N 9.607 9.865 -27.201
O 10.308 9.910 -25.990
C 10.611 11.991 -28.328
C 8.641 12.074 -26.852
C 11.333 8.652 -28.384
H 9.958 6.434 -27.405
H 8.490 7.242 -26.854
H 9.942 7.471 -25.976
H 9.167 7.575 -29.694
H 7.913 8.372 -28.801
H 8.202 9.647 -30.789
H 9.947 9.864 -30.567
H 7.525 11.001 -29.059
H 8.871 11.828 -29.808
H 11.398 12.102 -27.583
H 11.080 11.673 -29.259
H 10.292 13.015 -28.524
H 9.391 12.412 -26.137
H 8.200 12.890 -27.424
H 7.863 11.558 -26.289
H 11.459 9.547 -28.992
H 11.534 7.801 -29.036
H 12.028 8.778 -27.554
H 9.702 9.535 -25.347
C 7.390 -0.572 -29.112
C 8.625 -1.332 -28.593
C 8.501 -2.866 -28.972
C 8.726 -3.164 -30.513
C 10.130 -2.634 -30.821
C 10.342 -1.135 -30.526
N 9.922 -0.901 -29.098
O 10.300 0.277 -28.684
C 11.902 -0.979 -30.529
C 9.674 -0.275 -31.626
C 8.612 -1.300 -27.038
H 7.270 -0.768 -30.178
H 7.346 0.479 -28.826
H 6.585 -1.022 -28.531
H 9.235 -3.446 -28.412
H 7.478 -3.226 -28.870
H 7.991 -2.666 -31.146
H 8.706 -4.243 -30.664
H 10.330 -2.952 -31.844
H 10.817 -3.235 -30.225
H 12.270 -1.455 -31.438
H 12.273 0.046 -30.511
H 12.380 -1.554 -29.735
H 10.147 -0.432 -32.595
H 8.607 -0.451 -31.757
H 9.841 0.773 -31.376
H 9.423 -1.958 -26.725
H 7.658 -1.688 -26.679
H 8.663 -0.259 -26.721
H 9.741 0.860 -29.203
C 6.550 2.246 -31.114
C 6.548 3.752 -31.364
O 5.587 4.190 -32.301
H 7.333 2.005 -30.394
H 6.828 1.850 -32.091
H 5.587 1.849 -30.794
H 7.552 4.058 -31.659
H 6.300 4.317 -30.464
H 5.494 3.576 -33.033
C 10.713 4.246 -25.152
C 10.114 3.392 -26.297
O 11.168 2.735 -26.968
H 11.540 4.894 -25.443
H 11.160 3.472 -24.527
H 9.935 4.745 -24.574
H 9.499 4.015 -26.947
H 9.426 2.664 -25.868
H 11.368 3.323 -27.700
C 15.383 0.188 -28.356
C 14.766 1.068 -29.386
O 13.574 1.449 -28.765
H 14.785 -0.692 -28.122
H 15.509 0.705 -27.404
H 16.334 -0.151 -28.765
H 14.602 0.469 -30.282
H 15.369 1.866 -29.818
H 13.151 2.113 -29.314
C 13.578 5.522 -32.646
O 14.264 4.423 -32.086
H 12.574 5.210 -32.934
H 13.538 6.206 -31.798
H 14.041 5.992 -33.513
H 13.707 4.021 -31.415
C 7.623 7.359 -32.334
O 6.686 6.934 -33.212
H 7.130 7.753 -31.446
H 8.251 6.517 -32.042
H 8.173 8.102 -32.911
H 6.350 6.109 -32.856
C 12.998 1.299 -33.578
O 11.622 1.644 -33.777
H 13.460 1.186 -34.559
H 13.558 1.984 -32.942
H 13.044 0.329 -33.083
H 11.189 1.479 -32.936
*
```



This record from OMol25 describes a structure of composition C25H29IN6O4S2Sn. The level of theory is ωB97M-V/def2-TZVPD.

Kohn-Sham gap: 7.378 eV
DFT total energy: -2908.0172 Ha
molecular weight: 787.29 g/mol
LUMO energy: -0.34 eV
HOMO level: -7.7 eV

ORCA input file:
```
! wB97M-V def2-TZVPD RIJCOSX def2/J DEFGRID3
* xyz 0 1
Sn 1.071 1.383 -2.225
C 2.492 -1.344 3.294
C 3.254 -0.068 2.960
N 3.565 0.060 1.547
C 2.676 0.448 0.605
S 3.271 0.493 -1.021
N 1.471 0.728 1.046
N 0.550 1.101 0.113
C -0.649 1.270 0.555
C -1.050 1.088 1.985
C -1.701 1.626 -0.423
C -3.035 1.747 -0.051
C -3.977 2.019 -1.031
C -3.572 2.156 -2.348
C -2.225 2.011 -2.636
N -1.325 1.759 -1.695
H 2.292 -1.396 4.365
H 3.068 -2.226 3.009
H 1.542 -1.370 2.763
H 4.202 -0.038 3.498
H 2.672 0.803 3.265
H 4.485 -0.169 1.216
H -0.183 0.855 2.591
H -1.776 0.276 2.067
H -1.519 2.002 2.359
H -3.336 1.604 0.975
H -5.021 2.110 -0.764
H -4.279 2.357 -3.140
H -1.847 2.080 -3.649
I -0.192 5.328 -3.012
C 0.646 5.297 -1.087
C 0.727 6.492 -0.383
C 1.308 6.455 0.872
C 1.777 5.246 1.363
C 1.638 4.116 0.577
N 1.074 4.137 -0.635
H 0.352 7.410 -0.810
H 1.395 7.362 1.456
H 2.243 5.176 2.335
H 1.982 3.150 0.923
C 2.978 -4.566 0.076
C 1.536 -4.158 0.196
C 0.518 -5.107 0.237
C -0.809 -4.724 0.345
C -1.119 -3.373 0.427
C -0.118 -2.411 0.409
C 1.201 -2.810 0.281
S -2.813 -2.878 0.427
O -3.607 -3.977 0.889
O -2.881 -1.586 1.053
N -3.234 -2.657 -1.139
C -2.568 -1.618 -1.916
C -1.415 -2.096 -2.807
C -0.564 -0.874 -3.103
O -0.737 -0.188 -4.103
O 0.277 -0.599 -2.157
H 3.075 -5.619 -0.185
H 3.502 -4.403 1.020
H 3.484 -3.970 -0.685
H 0.767 -6.160 0.178
H -1.602 -5.459 0.375
H -0.366 -1.362 0.470
H 1.979 -2.059 0.223
H -3.437 -3.530 -1.608
H -2.194 -0.891 -1.195
H -3.314 -1.105 -2.525
H -1.794 -2.521 -3.735
H -0.809 -2.833 -2.279
*
```



Which formula does entry 2 have?
C7H12AuF6O4PSe3Te



HOMO level of number 2 (C7H12AuF6O4PSe3Te)?
-7.3 eV



Among the records above, which one has the highest Kohn-Sham gap?
C6H13NOS



Which value of DFT total energy does entry 3 give?
-2541.7433 Ha